Record 1
This record from the OMol25 dataset describes the molecule H3NO5S. The level of theory is ωB97M-V/def2-TZVPD.

Structure (XYZ):
```
10
Properties=species:S:1:pos:R:3:lowdin_charge:R:1
N 1.410 0.664 -0.351 0.02
O 0.524 -0.278 0.287 -0.22
S -0.914 0.476 0.109 0.62
O -1.184 1.344 1.183 -0.19
O -1.005 1.038 -1.211 -0.25
O -1.848 -0.821 0.000 -0.22
O -3.170 -0.396 -0.090 0.01
H 2.178 0.116 -0.754 0.11
H 1.068 1.112 -1.131 0.03
H -3.044 0.576 -0.082 0.09
```

## Properties
**LUMO energy**: 0.6 eV
**Kohn-Sham gap**: 11.329 eV
**Energy relative to the best compared isomer or geometry (same formula, charge and spin)**: 0.0 kcal/mol

=====

Record 2
This record from the OMol25 dataset describes a cluster of 3 separate species, H3NOS2 in total. The level of theory is ωB97M-V/def2-TZVPD.

Structure (XYZ):
```
7
Properties=species:S:1:pos:R:3:lowdin_spin:R:1
N 0.035 -0.461 0.831 0.58
O -1.200 -0.459 0.571 0.36
S 1.115 0.843 0.653 0.21
S -2.331 0.736 0.476 0.81
H 0.199 -0.642 -1.029 0.01
H 2.124 -0.052 0.321 0.02
H 0.058 0.034 -1.823 0.01
```

## Properties
**LUMO energy (alpha / beta)**: 0.3 / -2.9 eV
**2S+1**: 3
**<S²>**: 2.008
**Kohn-Sham gap (alpha / beta)**: 8.650 / 6.646 eV
**Energy relative to the best compared isomer or geometry (same formula, charge and spin)**: 53.9 kcal/mol

=====

Record 3
This record from the OMol25 dataset describes a structure of composition H3NP2S. The level of theory is ωB97M-V/def2-TZVPD.

Structure (XYZ):
```
7
Properties=species:S:1:pos:R:3:lowdin_charge:R:1
N -0.875 0.116 -0.155 -0.71
P 0.280 1.357 0.073 0.51
P 0.098 -1.331 -0.022 0.38
S 1.879 -0.198 -0.156 0.07
H -1.901 0.120 0.066 0.05
H 0.439 1.480 -1.248 -0.17
H 0.080 -1.545 1.442 -0.12
```

## Properties
**LUMO energy**: 0.0 eV
**Kohn-Sham gap**: 8.043 eV
**Energy relative to the best compared isomer or geometry (same formula, charge and spin)**: 21.0 kcal/mol

=====

Record 4
This record from the OMol25 dataset describes a structure of composition H3O2SSi. The level of theory is ωB97M-V/def2-TZVPD.

Structure (XYZ):
```
7
Properties=species:S:1:pos:R:3:lowdin_spin:R:1
O 0.724 1.277 1.285 0.11
O -2.447 -1.255 0.334 0.54
Si 1.198 0.309 0.259 0.25
S -1.864 0.242 0.196 0.87
H -0.665 0.106 -1.065 0.14
H 1.717 0.557 -1.148 0.06
H 1.336 -1.237 0.139 0.04
```

## Properties
**Total charge**: -1
**LUMO energy (alpha / beta)**: 3.9 / 3.4 eV
**2S+1**: 3
**<S²>**: 2.011
**Kohn-Sham gap (alpha / beta)**: 5.102 / 8.367 eV
**Energy relative to the best compared isomer or geometry (same formula, charge and spin)**: 57.0 kcal/mol

=====

Record 5
This record from the OMol25 dataset describes a cluster of 2 separate species, H3O3P in total. The level of theory is ωB97M-V/def2-TZVPD.

Structure (XYZ):
```
7
Properties=species:S:1:pos:R:3:lowdin_spin:R:1
O 1.277 0.203 0.688 0.17
O -1.754 -1.095 0.471 0.95
O 0.105 1.330 -1.139 0.18
P 0.494 -0.155 -0.658 0.68
H 1.490 -0.534 1.268 0.00
H -2.094 -1.535 -0.259 0.03
H 0.482 1.786 -0.371 0.00
```

## Properties
**LUMO energy (alpha / beta)**: 0.8 / -2.2 eV
**2S+1**: 3
**<S²>**: 2.005
**Kohn-Sham gap (alpha / beta)**: 7.178 / 8.704 eV
**Energy relative to the best compared isomer or geometry (same formula, charge and spin)**: 0.0 kcal/mol

=====

Record 6
This record from the OMol25 dataset describes the molecule H3O3PS. The level of theory is ωB97M-V/def2-TZVPD.

Structure (XYZ):
```
8
Properties=species:S:1:pos:R:3:lowdin_charge:R:1
O 1.020 -0.418 0.804 -0.20
P 0.063 0.126 -0.323 0.08
O -0.709 1.262 0.593 -0.14
O -1.187 -0.896 -0.450 -0.19
S 1.072 0.275 -1.940 0.32
H 1.904 -0.540 0.424 0.06
H -0.811 0.967 1.439 0.01
H -1.297 -1.253 -1.326 0.06
```

## Properties
**LUMO energy**: 0.4 eV
**Kohn-Sham gap**: 10.150 eV
**Energy relative to the best compared isomer or geometry (same formula, charge and spin)**: 7.9 kcal/mol

=====

Record 7
This record from the OMol25 dataset describes a cluster of 3 separate species, H3O4PSi in total. The level of theory is ωB97M-V/def2-TZVPD.

Structure (XYZ):
```
9
Properties=species:S:1:pos:R:3:lowdin_charge:R:1
O 1.438 -1.955 -1.929 -0.48
O -0.463 6.048 2.296 -0.67
O 1.026 6.206 0.307 -0.67
O -1.265 -5.169 0.913 -0.72
Si 0.022 -1.990 -1.451 0.59
P 0.951 5.843 1.782 0.33
H -0.398 -5.455 0.508 -0.22
H -0.103 -0.961 -0.474 -0.08
H -1.208 -2.565 -1.952 -0.09
```

## Properties
**Total charge**: -2
**LUMO energy**: 4.8 eV
**Kohn-Sham gap**: 6.086 eV
**Energy relative to the best compared isomer or geometry (same formula, charge and spin)**: 53.7 kcal/mol

=====

Record 8
This record from the OMol25 dataset describes a cluster of 2 separate species, H3O4PSi in total. The level of theory is ωB97M-V/def2-TZVPD.

Structure (XYZ):
```
9
Properties=species:S:1:pos:R:3:lowdin_charge:R:1
O 0.387 1.212 -1.785 -0.49
O 0.357 2.166 0.541 -0.51
O -1.719 0.852 -0.247 -0.28
O -0.549 -2.060 -0.013 -0.63
Si 0.618 -1.008 0.198 0.12
P 0.021 0.982 -0.344 0.10
H -1.891 -0.045 -0.273 -0.07
H 1.927 -1.267 -0.313 -0.13
H 0.848 -0.831 2.236 -0.10
```

## Properties
**Total charge**: -2
**LUMO energy**: 7.2 eV
**Kohn-Sham gap**: 7.325 eV
**Energy relative to the best compared isomer or geometry (same formula, charge and spin)**: 25.8 kcal/mol